Model w:
Molecular formula: C2H13O4S
Method: DFT, the ωB97M-V functional and the def2-TZVPD basis

Cartesian coordinates (Å):
C: -1.283 0.444 -1.970
C: -0.508 1.024 -0.812
S: -1.356 1.594 0.668
H: -2.200 1.016 -2.157
H: -1.634 -0.584 -1.861
H: -0.734 0.542 -2.916
H: 0.120 1.828 -1.226
H: 0.258 0.352 -0.432
H: -2.060 -1.630 1.596
H: -1.199 -0.329 1.687
O: -1.238 -1.284 1.944
H: 1.279 -0.320 -2.342
H: 1.503 -0.983 -0.932
O: 1.741 -1.022 -1.883
H: 1.482 1.658 1.909
H: 0.717 0.889 2.996
O: 1.525 0.875 2.467
H: 1.764 -0.859 1.223
H: 0.458 -1.558 1.202
O: 1.365 -1.653 0.839

Computed properties:
charge: -1

Model x:
Molecular formula: C2H13O4S
Method: DFT, the ωB97M-V functional and the def2-TZVPD basis

Cartesian coordinates (Å):
C: 1.539 -2.498 0.165
C: 0.174 -1.827 -0.103
S: 0.360 -0.353 -1.179
H: 2.108 -1.856 0.817
H: 2.060 -2.652 -0.786
H: 1.407 -3.438 0.713
H: -0.197 -1.489 0.857
H: -0.514 -2.535 -0.563
H: 1.968 1.202 -2.790
H: 1.213 2.234 -3.647
O: 2.096 1.916 -3.434
H: -1.694 1.244 3.041
H: -2.063 0.233 4.151
O: -2.149 1.156 3.891
H: -1.292 0.442 1.349
H: -0.053 0.820 0.684
O: -0.678 1.191 1.364
H: -1.920 2.152 -0.923
H: -0.882 1.647 -1.863
O: -1.480 2.410 -1.743

Computed properties:
charge: -1

Result of the stability comparison: model w is the most stable of them.

Model w:
Molecular formula: C4H26N2O9
Method: DFT, the ωB97M-V functional and the def2-TZVPD basis

Cartesian coordinates (Å):
C: 0.098 -1.548 0.613
N: -0.269 -0.360 1.364
C: 0.612 0.322 2.167
N: 1.913 -0.187 2.375
O: 0.243 1.327 2.814
C: 0.107 -1.323 -0.930
C: -1.305 -1.199 -1.472
H: -0.671 -2.314 0.835
H: 1.098 -1.977 0.878
H: -1.033 0.156 0.945
H: 2.386 -0.469 1.556
H: 2.450 0.335 3.093
H: 0.688 -0.393 -1.131
H: 0.679 -2.149 -1.374
H: -1.810 -0.311 -1.091
H: -1.357 -1.089 -2.612
H: -1.927 -2.068 -1.269
H: -1.857 2.300 0.755
H: -0.677 1.933 -0.255
O: -1.616 1.761 -0.021
H: 0.822 1.825 -1.658
H: 1.444 1.420 -0.336
O: 0.952 2.087 -0.705
H: 0.252 0.395 -3.363
H: -0.644 1.474 -3.058
O: 0.256 1.256 -3.164
H: -2.808 2.533 -2.770
H: -2.209 1.664 -1.580
O: -2.346 1.687 -2.603
H: -1.661 -1.412 2.716
H: -3.177 -1.280 2.668
O: -2.480 -1.871 2.980
H: -2.421 2.802 2.994
H: -0.960 2.504 2.532
O: -1.746 3.040 2.334
H: 2.614 -3.492 -0.199
H: 3.906 -3.204 -0.963
O: 3.051 -2.905 -0.870
H: 3.244 0.179 -1.236
H: 3.075 -1.195 -0.589
O: 3.084 -0.254 -0.367

Computed properties:
SMILES: CCCNC(N)=O.O.O.O.O.O.O.O.O

Model x:
Molecular formula: C4H26N2O9
Method: DFT, the ωB97M-V functional and the def2-TZVPD basis

Cartesian coordinates (Å):
C: 1.895 -0.070 0.597
N: 3.110 -0.797 0.326
C: 3.138 -1.865 -0.657
O: 2.746 -1.611 -1.976
C: 1.394 0.842 -0.566
N: -0.024 1.065 -0.717
C: -0.961 -0.018 -0.844
O: -1.339 -0.422 0.488
H: 1.109 -0.755 0.890
H: 2.137 0.639 1.389
H: 3.970 -0.327 0.554
H: 2.624 -2.695 -0.182
H: 4.191 -2.103 -0.765
H: 1.789 -1.566 -2.087
H: 1.841 1.801 -0.309
H: 1.818 0.519 -1.499
H: -0.405 1.747 -0.075
H: -0.641 -0.965 -1.273
H: -1.807 0.379 -1.407
H: -1.471 0.331 1.073
H: -1.017 -3.577 -0.993
H: -1.664 -3.633 -2.207
O: -0.838 -3.225 -1.887
H: -0.669 -1.944 1.132
H: -0.025 -2.586 2.311
O: -0.456 -2.840 1.486
H: -2.147 -3.478 1.611
H: -3.524 -2.942 1.415
O: -3.080 -3.702 1.822
H: -0.210 3.054 2.675
H: 0.021 2.384 4.100
O: 0.038 3.197 3.592
H: -4.210 2.436 1.216
H: -3.302 3.293 0.328
O: -3.405 2.409 0.692
H: -1.837 1.096 -3.991
H: -0.873 1.471 -2.849
O: -0.948 1.413 -3.808
H: 1.577 4.255 0.632
H: 0.791 4.389 -0.600
O: 0.662 4.398 0.359

Computed properties:
SMILES: OCNCCNCO.O.O.O.O.O.O.O

Result of the stability comparison: model w is the most stable of them.

Model w:
Molecular formula: C6H15N
Method: DFT, the ωB97M-V functional and the def2-TZVPD basis

Cartesian coordinates (Å):
C: 0.625 -2.749 -0.220
C: 0.526 -1.359 0.276
C: 1.076 -0.167 -0.586
C: 0.866 1.309 -0.221
C: -0.549 1.909 -0.353
C: -1.223 1.990 1.063
N: -1.211 -1.055 -0.094
H: 0.175 -3.514 0.412
H: 1.660 -3.081 -0.305
H: 0.119 -2.883 -1.175
H: -0.523 -1.099 0.884
H: 0.609 -0.314 -1.571
H: 2.164 -0.293 -0.750
H: 1.520 1.908 -0.856
H: 1.279 1.443 0.802
H: -0.986 1.301 -1.158
H: -0.665 2.901 -0.799
H: -2.293 1.760 1.057
H: -0.793 1.200 1.696
H: -1.054 2.912 1.609
H: -1.947 -0.337 -0.059
H: 1.096 -1.254 1.209

Computed properties:
spin multiplicity: 2
charge: +1
expectation value of S²: 0.756

Model x:
Molecular formula: C6H15N
Method: DFT, the ωB97M-V functional and the def2-TZVPD basis

Cartesian coordinates (Å):
C: 1.519 -1.731 -1.862
C: 1.649 -0.292 -1.477
C: 1.335 -0.152 -0.064
C: -0.154 -0.380 0.396
C: -1.053 0.855 0.131
C: -1.405 1.641 1.395
N: -2.583 0.867 2.032
H: 0.535 -1.994 -2.122
H: 1.950 -1.669 -2.850
H: 1.931 -2.653 -1.311
H: 2.661 0.075 -1.819
H: 0.871 0.227 -2.006
H: 1.846 -0.960 0.411
H: 1.702 0.794 0.373
H: -0.289 -0.942 1.298
H: -0.434 -1.306 0.039
H: -0.655 1.649 -0.571
H: -2.112 0.470 -0.370
H: -1.591 2.684 1.235
H: -0.462 1.561 2.010
H: -2.901 1.375 2.888
H: -2.361 -0.120 2.246

Computed properties:
spin multiplicity: 2
charge: +1
expectation value of S²: 0.755

Result of the stability comparison: model x is the most stable of them.